(1)
Molecular formula: C10H22NO
Method: DFT, ωB97M-V with the def2-TZVPD basis set

## Properties
* HOMO level: -0.509 Ha
* E: -523.837664 a.u.
* energy above the lowest of the compared OMol25 structures with the same formula, charge and spin: 44.9 kcal per mole
* charge: +1

XYZ file:
```
34
C10H22NO (ωB97M-V with the def2-TZVPD basis set)
C -1.15911 -2.20878 -0.95902
C -0.48859 -2.31088 0.41481
C -0.52872 -1.00189 -1.58106
C 1.02074 -1.77847 0.03789
C 2.41521 -1.22216 3.44773
C -2.18051 3.34483 -2.22906
C 1.61426 -0.95054 1.19926
C 2.28547 -1.92376 2.16055
C -2.53515 2.57982 -0.99604
C -1.59985 1.49331 -0.91024
N -1.81081 0.27897 -1.28180
O 0.73900 -0.90515 -1.10885
H -0.86393 -3.14507 -1.53966
H -2.25614 -2.28612 -0.73050
H -1.03926 -1.64792 1.07402
H -0.52868 -3.24005 0.91486
H 3.36143 4.59900 -0.81914
H -0.69180 -0.85634 -2.62331
H 1.79572 -2.54771 -0.16944
H 1.57727 -1.36201 4.07199
H 2.57901 -0.07560 3.25987
H 3.34951 -1.44507 3.97603
H -2.67839 2.86579 -3.17140
H -2.48716 4.36356 -2.21256
H -1.14505 3.14522 -2.58116
H 2.23449 -0.13972 0.80314
H 0.88111 -0.44388 1.85803
H 1.64556 -2.86990 2.13008
H 3.30995 -2.14097 1.92147
H -3.65361 2.29818 -1.07967
H -2.35341 3.19736 -0.00939
H 2.53951 4.35756 -0.92038
H -0.63830 1.88060 -0.53619
H -2.70979 0.09778 -1.81083
```

Atom charges from the natural (NBO) analysis, given in e for atoms 1 to 8: -0.4992 -0.4155 0.3853 0.0954 -0.6030 -0.6099 -0.4204 -0.4155

=====

(2)
Molecular formula: C2H4ClOPS
Method: DFT, ωB97M-V with the def2-TZVPD basis set

## Properties
* HOMO level (spin up / spin down): -0.342 / -0.343 Ha
* E: -1353.354287 a.u.
* energy above the lowest of the compared OMol25 structures with the same formula, charge and spin: 161.2 kcal per mole
* charge: 0

XYZ file:
```
10
C2H4ClOPS (ωB97M-V with the def2-TZVPD basis set)
C 0.88532 0.78988 0.37424
C -0.98112 -0.44025 -0.66371
O 1.85345 -3.33687 -1.20929
P 0.86830 -0.61069 -0.88319
S -0.83007 1.26570 -0.02197
Cl 1.20626 0.32453 -2.57979
H 0.96798 0.40670 1.39249
H 1.60600 1.58610 0.20281
H -1.58787 -0.50732 -1.56472
H -1.35708 -1.12347 0.09909
```

Atom charges from the natural (NBO) analysis, given in e for atoms 1 to 8: -0.8323 -0.8386 -0.3247 0.9958 0.2290 -0.2255 0.2432 0.2526

=====

(3)
Molecular formula: C13H16ClN2
Method: DFT, ωB97M-V with the def2-TZVPD basis set

## Properties
* HOMO level: -0.439 Ha
* E: -1074.375667 a.u.
* charge: +1
* structure (SMILES): CC[C@@H](Cl)c1[nH]cc[n+]1Cc1ccccc1

XYZ file:
```
32
C13H16ClN2 (ωB97M-V with the def2-TZVPD basis set)
C -2.75291 -0.12459 -2.91552
C -1.96530 -1.30440 -2.23312
C -0.59587 -0.85623 -1.50288
Cl -0.60392 0.95260 -1.37628
C -0.45391 -1.48217 -0.08239
N -1.37348 -2.19125 0.66689
C -0.86240 -2.59128 1.90522
C 0.51256 -2.12066 1.96288
N 0.64378 -1.45568 0.73043
C 1.98226 -0.81219 0.53028
C 1.77513 0.74280 0.78239
C 0.67984 1.18640 1.65735
C 0.40674 2.61276 1.90512
C 1.25514 3.60444 1.23602
C 2.36157 3.20482 0.37683
C 2.60066 1.76703 0.15938
H -2.14666 0.45673 -3.66224
H -3.28227 0.53666 -2.18011
H -3.57589 -0.60837 -3.52438
H -2.66681 -1.82352 -1.52769
H -1.73469 -2.05117 -3.04587
H 0.22814 -1.25498 -2.15513
H -2.33680 -2.40477 0.40689
H -1.37054 -3.14661 2.71986
H 1.26648 -2.24736 2.76693
H 2.64560 -1.16849 1.36099
H 2.40316 -1.00468 -0.48615
H -0.01320 0.47951 2.18671
H -0.44313 2.92871 2.55283
H 1.00677 4.68146 1.41464
H 2.96435 3.99842 -0.11673
H 3.44559 1.49606 -0.51316
```

Atom charges from the natural (NBO) analysis, given in e for atoms 1 to 8: -0.6257 -0.4047 -0.2510 0.0261 0.4294 -0.4770 -0.0427 -0.0486

=====

(4)
Molecular formula: C3N5O24Zr3
Method: DFT, ωB97M-V with the def2-TZVPD basis set

## Properties
* HOMO level: -0.397 Ha
* E: -2333.767823 a.u.
* energy above the lowest of the compared OMol25 structures with the same formula, charge and spin: 0.0 kcal per mole
* charge: +1

XYZ file:
```
35
C3N5O24Zr3 (ωB97M-V with the def2-TZVPD basis set)
Zr 10.01916 8.65721 18.05944
Zr 7.16148 11.22023 12.67161
Zr 11.59884 8.68950 12.20578
C 10.92799 5.66249 16.72477
O 12.05789 5.26704 17.03805
O 9.98988 4.99217 16.33099
O 10.73139 6.95163 17.03214
C 10.30089 11.05036 11.66368
O 9.12672 11.38093 11.98945
O 11.09899 10.77821 12.67906
O 10.55346 10.04652 10.85520
C 12.61717 10.79924 17.63557
O 12.78647 12.04748 17.85235
O 11.57550 10.14122 17.79018
O 13.34268 11.04942 16.59720
N 13.60477 8.81096 15.32233
O 14.44954 9.71094 15.28167
O 13.64957 7.86679 16.07039
O 12.63075 8.88969 14.44859
N 9.41825 9.56811 14.77826
O 9.99532 8.80477 13.96293
O 9.71597 9.39798 15.95656
O 8.67406 10.41411 14.30911
N 9.34797 6.66502 10.61159
O 9.50034 6.85470 9.41133
O 9.90419 7.46027 11.48778
O 8.67936 5.71407 10.94754
N 5.01213 11.78012 15.18088
O 4.61311 11.10274 16.09732
O 4.46489 12.79721 14.84303
O 6.12378 11.35655 14.61008
N 6.74541 8.02792 17.17827
O 7.02454 7.07252 16.45897
O 7.78329 8.74397 17.59708
O 5.64971 8.22939 17.62935
```

Atom charges from the Mulliken analysis, given in e for atoms 1 to 8: 2.2013 1.3918 1.9808 0.5215 -0.5284 -0.5105 -0.3319 1.2271

=====

(5)
Molecular formula: C2H2NO4P
Method: DFT, ωB97M-V with the def2-TZVPD basis set

## Properties
* HOMO level: -0.001 Ha
* E: -774.513746 a.u.
* energy above the lowest of the compared OMol25 structures with the same formula, charge and spin: 26.5 kcal per mole
* charge: -2

XYZ file:
```
10
C2H2NO4P (ωB97M-V with the def2-TZVPD basis set)
C 1.35386 -0.11323 -1.91115
C 0.27070 0.18023 -1.18283
N 2.33653 -0.25370 -2.57469
O -0.71621 -1.11128 2.60664
O -2.05594 -0.13332 0.64641
O -0.07072 1.19764 1.60672
O 0.42608 -0.83274 0.34881
P -0.72772 -0.29255 1.33665
H -0.10919 1.59513 0.80225
H -0.70738 -0.23618 -1.67883
```

Atom charges from the natural (NBO) analysis, given in e for atoms 1 to 8: 0.2048 -0.3925 -0.5857 -1.2143 -1.2313 -1.0363 -0.9301 2.5087

=====

(6)
Molecular formula: CH2N4O
Method: DFT, ωB97M-V with the def2-TZVPD basis set

## Properties
* HOMO level: -0.398 Ha
* E: -333.529576 a.u.
* energy above the lowest of the compared OMol25 structures with the same formula, charge and spin: 11.4 kcal per mole
* charge: 0
* structure (SMILES): Oc1nn[nH]n1

XYZ file:
```
8
CH2N4O (ωB97M-V with the def2-TZVPD basis set)
O -0.93277 1.00059 -1.46219
C -0.26016 0.38375 -0.46964
N 0.26694 1.07323 0.56567
N 0.90422 0.20721 1.29419
N 0.74766 -0.95172 0.69305
N 0.02754 -0.90871 -0.42584
H -1.88627 0.99434 -1.29035
H 1.13284 -1.79869 1.09511
```

Charges computed using natural (NBO), reported in e: -0.6683 0.5123 -0.2868 -0.0252 -0.1639 -0.2822 0.4984 0.4157

=====

(7)
Molecular formula: C5H7N3
Method: DFT, ωB97M-V with the def2-TZVPD basis set

## Properties
* HOMO level: -0.329 Ha
* E: -358.743635 a.u.
* energy above the lowest of the compared OMol25 structures with the same formula, charge and spin: 172.4 kcal per mole
* charge: 0

XYZ file:
```
15
C5H7N3 (ωB97M-V with the def2-TZVPD basis set)
C 1.19868 1.91663 -0.29803
C 0.74284 0.45376 -0.50810
C -0.15332 -1.43948 0.16425
C -1.95830 -0.38993 0.14825
C -0.45559 -0.13539 0.05390
H 2.13679 1.80163 0.53388
H 0.35010 2.59460 0.07714
H 1.74869 2.85930 -1.26829
H 2.56656 -0.48429 -0.10197
H -1.93927 -2.35821 0.87053
H -2.42227 0.16675 1.21046
H -2.92383 -0.51296 -0.46606
N 1.54745 -0.62017 -0.41851
N 1.08631 -1.92776 -0.09757
N -1.52483 -1.92448 0.10012
```

Atom charges from the natural (NBO) analysis, given in e for atoms 1 to 8: -0.6424 0.1590 0.2716 -0.2565 -0.2032 0.2273 0.2463 0.2174